DFT (ωB97M-V/def2-TZVPD) results for a structure of composition C7H7N2O6PtS2.

Geometry as XYZ:
```
25
C7H7N2O6PtS2 | OMol25 | ωB97M-V/def2-TZVPD
Pt -0.687 -0.482 0.186
O 3.265 -0.325 1.064
C 2.078 -0.198 0.819
O 1.246 -1.126 0.510
C 1.469 1.195 0.876
C 2.214 2.316 1.183
C 1.584 3.549 1.208
C 0.229 3.619 0.922
C -0.462 2.460 0.621
N 0.159 1.277 0.605
H 3.265 2.181 1.391
H 2.142 4.446 1.445
H -0.299 4.562 0.928
H -1.517 2.423 0.384
C 0.425 -3.596 -1.445
S -1.259 -3.044 -1.483
O -1.442 -2.347 -0.145
O -2.088 -4.223 -1.503
O -1.381 -2.125 -2.589
H 0.540 -4.281 -0.609
H 1.077 -2.736 -1.315
H 0.623 -4.101 -2.388
O -4.942 0.530 -0.359
S -3.771 -0.343 -0.244
N -2.467 0.369 -0.063
```

charge	-1
max |F|	0.2	eV Å⁻¹
calculated total energy	-47558.1362	eV
ΔE to the lowest compared entry with this formula, charge and spin	1.1	kcal per mole
gap between HOMO and LUMO	8.018	eV

Here are the Mulliken charges for atoms 1 to 6, given in e:
1. Pt 0.62
2. O -0.72
3. C 0.58
4. O -0.60
5. C 0.29
6. C -0.43